Entry 1:
{
  "formula": "C17H21NO2",
  "method": "ωB97M-V/def2-TZVPD",
  "largest_force_ev_per_a": 5.651,
  "e_tot_ha": -865.50120,
  "molar_mass_g_mol": 271.360,
  "smiles": "CCCCCCC1=NC(=O)[C@H](Oc2ccccc2)C=C1",
  "gap_ev": 8.24,
  "homo_ev": -8.983,
  "lumo_ev": -0.7,
  "relative_energy_kj_mol": 426.98,
  "spin_multiplicity": 1,
  "symbols": ["O", "N", "O", "C", "C", "C", "C", "C", "C", "C", "C", "C", "C", "C", "C", "C", "C", "C", "C", "C", "H", "H", "H", "H", "H", "H", "H", "H", "H", "H", "H", "H", "H", "H", "H", "H", "H", "H", "H", "H", "H"],
  "coordinates": [[-3.1075, 0.0710, 0.8898], [-0.9485, -0.5257, 0.1900], [-1.5941, 2.8221, -0.1532], [-1.9048, 0.4400, 0.7121], [0.3168, -0.2940, 0.2894], [0.8200, 0.8823, 1.0724], [-0.0224, 1.9267, 1.3172], [-5.2321, 4.9171, -0.2693], [-5.0770, 3.6435, -0.8629], [-4.0450, 5.4886, 0.4109], [-3.8447, 3.0042, -0.8186], [-2.9716, 4.7302, 0.5113], [-2.7613, 3.5418, -0.1560], [-1.4634, 1.8726, 0.9514], [4.9417, -3.5596, -1.3086], [1.3101, -1.3244, -0.1944], [4.1693, -3.1908, 0.0105], [0.7778, -2.8606, -0.1753], [2.9638, -4.1028, 0.3060], [1.7432, -3.9412, -0.6961], [1.8878, 1.0314, 1.2907], [0.4766, 2.7527, 1.8257], [-6.0144, 5.5661, -0.5293], [-5.6945, 3.2501, -1.5993], [-4.0040, 6.5408, 0.6676], [-3.8348, 2.0832, -1.2989], [-2.1687, 5.1595, 1.0649], [-1.9589, 2.3336, 1.8089], [5.3263, -4.5690, -1.0709], [5.6693, -2.7913, -1.3794], [4.3726, -3.6688, -2.2547], [1.5996, -1.0646, -1.2981], [2.1047, -1.2079, 0.5011], [4.7764, -3.1506, 0.9354], [3.8502, -2.1634, -0.0183], [-0.1492, -2.8822, -0.6949], [0.5021, -3.0644, 0.7908], [2.6640, -3.9495, 1.3569], [3.1864, -5.1624, 0.3178], [1.2439, -4.9178, -0.7613], [2.0942, -3.6667, -1.6813]],
  "mulliken_charge": [-0.57, -0.42, -0.40, 0.15, 0.53, -0.79, -0.60, -0.37, -0.75, -0.53, -0.03, -0.25, 0.17, 0.46, -1.14, -0.07, -0.34, -1.04, -0.77, -0.61, 0.31, 0.40, 0.39, 0.37, 0.35, 0.45, 0.38, 0.43, 0.27, 0.40, 0.28, 0.25, 0.21, 0.38, 0.11, 0.49, 0.49, 0.37, 0.45, 0.30, 0.31]
}



Entry 2:
{
  "formula": "C5H8O",
  "method": "ωB97M-V/def2-TZVPD",
  "largest_force_ev_per_a": 0.308,
  "e_tot_ha": -270.33760,
  "molar_mass_g_mol": 84.118,
  "gap_ev": 8.91,
  "homo_ev": -7.907,
  "lumo_ev": 1.0,
  "relative_energy_kj_mol": 578.37,
  "spin_multiplicity": 1,
  "symbols": ["C", "C", "C", "C", "C", "O", "H", "H", "H", "H", "H", "H", "H", "H"],
  "coordinates": [[-0.9174, 1.4195, -0.8017], [0.4455, 1.2534, -1.3836], [0.2238, 0.9657, 0.0888], [0.9512, -1.4047, 0.9776], [-0.4738, -1.3243, 1.2852], [0.0218, -0.8855, 0.0092], [-1.6867, 0.7189, -1.1158], [-1.2976, 2.4121, -0.5646], [1.0721, 2.1149, -1.6073], [0.5834, 0.4207, -2.0684], [1.5998, -0.6257, 1.3686], [1.3973, -2.3517, 0.6874], [-1.0961, -2.2129, 1.2239], [-0.8234, -0.5005, 1.9009]],
  "mulliken_charge": [-0.38, -0.41, -0.33, -0.28, -0.25, -0.13, 0.19, 0.21, 0.21, 0.18, 0.28, 0.23, 0.23, 0.25]
}



Entry 3:
{
  "formula": "C5H10NO",
  "method": "ωB97M-V/def2-TZVPD",
  "largest_force_ev_per_a": 4.294,
  "e_tot_ha": -326.43709,
  "molar_mass_g_mol": 100.141,
  "total_charge": -1,
  "smiles": "C=CC[C@H](N)C[O-]",
  "gap_ev": 6.32,
  "homo_ev": -2.403,
  "lumo_ev": 3.9,
  "relative_energy_kj_mol": 126.58,
  "spin_multiplicity": 1,
  "symbols": ["C", "O", "C", "C", "C", "C", "N", "H", "H", "H", "H", "H", "H", "H", "H", "H", "H"],
  "coordinates": [[-2.0352, 0.6146, -0.3501], [-2.5071, -0.0795, 0.7651], [-0.4464, 0.6764, -0.2485], [-0.0993, -0.8312, -0.2230], [1.2197, -1.1950, 0.3432], [2.4174, -0.8342, -0.2528], [0.0133, 1.6839, 0.7404], [-2.2912, 0.2736, -1.3832], [-2.3737, 1.6935, -0.3001], [-0.0740, 0.9322, -1.2735], [-0.3692, -1.3661, -1.1032], [-0.8627, -1.3616, 0.4750], [1.2248, -1.7818, 1.2580], [2.4258, -0.1663, -1.1174], [3.3287, -1.1379, 0.2476], [0.9640, 1.5106, 0.8609], [-0.5349, 1.3689, 1.5616]],
  "mulliken_charge": [-0.71, -0.88, 0.05, -0.85, -0.20, -0.78, -0.69, 0.25, 0.31, 0.24, 0.49, 0.30, 0.31, 0.28, 0.27, 0.30, 0.32]
}



Entry 4:
{
  "formula": "C4H5NO",
  "method": "ωB97M-V/def2-TZVPD",
  "largest_force_ev_per_a": 0.681,
  "e_tot_ha": -285.29921,
  "molar_mass_g_mol": 83.090,
  "gap_ev": 9.78,
  "homo_ev": -10.260,
  "lumo_ev": -0.5,
  "relative_energy_kj_mol": 302.91,
  "spin_multiplicity": 1,
  "symbols": ["C", "C", "C", "C", "O", "N", "H", "H", "H", "H", "H"],
  "coordinates": [[-1.6998, -0.1097, 0.0184], [-0.3873, 0.5806, 0.2698], [0.0517, 1.7571, 0.5956], [0.8592, -0.3356, 0.3213], [0.8584, -1.3137, 1.0331], [1.8525, -0.0006, -0.5371], [-1.6898, -0.5900, -0.9660], [-2.5386, 0.5879, 0.0588], [-1.8385, -0.8879, 0.7742], [2.6895, -0.5649, -0.5358], [1.8426, 0.8768, -1.0322]],
  "mulliken_charge": [-1.07, 0.65, -0.59, 0.56, -0.55, -0.39, 0.29, 0.32, 0.29, 0.24, 0.25]
}



Entry 5:
{
  "formula": "C21H48IrN4O3Sb",
  "method": "ωB97M-V/def2-TZVPD",
  "largest_force_ev_per_a": 2.576,
  "e_tot_ha": -1616.77056,
  "molar_mass_g_mol": 718.617,
  "total_charge": 4,
  "gap_ev": [6.61, 6.61],
  "homo_ev": [-19.405, -19.405],
  "lumo_ev": [-12.8, -12.8],
  "spin_multiplicity": 1,
  "symbols": ["Ir", "C", "N", "C", "C", "O", "C", "O", "C", "C", "O", "N", "C", "C", "H", "H", "H", "H", "H", "H", "H", "H", "H", "H", "H", "H", "H", "H", "H", "H", "N", "C", "C", "N", "C", "C", "H", "H", "H", "H", "H", "H", "H", "H", "H", "H", "H", "C", "C", "C", "Sb", "C", "C", "C", "C", "C", "C", "H", "H", "H", "H", "H", "H", "H", "H", "H", "H", "H", "H", "H", "H", "H", "H", "H", "H", "H", "H", "H"],
  "coordinates": [[-0.6428, -0.1874, -0.2135], [-2.2704, 4.5153, -2.3567], [-1.3319, 3.3832, -2.2319], [-0.0911, 3.5498, -3.0188], [-1.5533, 2.3164, -1.5274], [-0.6950, 1.3510, -1.5141], [-2.8407, 2.1867, -0.7415], [-2.7646, 1.0135, 0.0527], [-2.9727, 1.2156, 1.4434], [-1.6193, 1.5065, 2.0587], [-0.5944, 0.8703, 1.5862], [-1.5063, 2.3533, 3.0375], [-0.1939, 2.7395, 3.5855], [-2.6574, 3.0367, 3.6762], [-1.7874, 5.4175, -1.9855], [-3.1997, 4.3603, -1.8203], [-2.5019, 4.6676, -3.4091], [0.4278, 4.4424, -2.6741], [-0.3509, 3.6897, -4.0664], [0.5489, 2.6854, -2.9077], [-3.6933, 2.1038, -1.4184], [-2.9800, 3.0755, -0.1261], [-3.3644, 0.2852, 1.8581], [-3.7019, 2.0004, 1.6154], [0.5982, 2.3812, 2.9410], [-0.0779, 2.3326, 4.5889], [-0.1524, 3.8257, 3.6429], [-3.5472, 2.4151, 3.6885], [-2.8618, 3.9829, 3.1757], [-2.3909, 3.2494, 4.7077], [-1.8453, -3.0886, -4.1871], [-2.8641, -2.1725, -3.5617], [-2.1801, -1.1015, -2.7182], [-1.3026, -1.6884, -1.6606], [-0.2925, -2.5675, -2.3172], [-0.9373, -3.6782, -3.1393], [-1.2944, -2.5835, -4.8866], [-2.3235, -3.8388, -4.6963], [-3.5213, -2.7905, -2.9496], [-3.4658, -1.7155, -4.3452], [-2.9561, -0.5003, -2.2464], [-1.5678, -0.4400, -3.3320], [-1.8924, -2.2713, -1.0660], [0.3425, -3.0246, -1.5627], [0.3358, -1.9381, -2.9493], [-1.5428, -4.3350, -2.5142], [-0.1757, -4.2861, -3.6243], [2.1221, -3.5013, 2.1050], [1.2313, -2.6934, 1.1722], [-0.2429, -2.6032, 1.5849], [1.8199, -0.6571, 0.8384], [2.9467, -0.2281, 2.7696], [1.9551, -0.2901, 3.9176], [3.6681, 1.0926, 2.6236], [3.5652, -0.5523, -0.5586], [3.0234, -0.5565, -1.9792], [4.4555, -1.7257, -0.1925], [1.7485, -4.5289, 2.1503], [2.1121, -3.1269, 3.1284], [3.1503, -3.5575, 1.7518], [1.3174, -3.0953, 0.1576], [-0.3596, -2.2770, 2.6190], [-0.7404, -3.5725, 1.4959], [-0.8193, -1.8635, 0.9421], [3.6029, -1.0989, 2.7295], [1.2592, 0.5434, 3.8986], [2.5202, -0.2186, 4.8538], [1.4010, -1.2267, 3.9616], [2.9817, 1.9387, 2.5891], [4.3427, 1.1291, 1.7701], [4.2942, 1.2312, 3.5123], [3.9981, 0.4118, -0.2976], [2.5519, -1.5102, -2.2304], [3.8623, -0.4219, -2.6694], [2.3263, 0.2620, -2.1608], [4.0150, -2.6888, -0.4570], [4.7610, -1.7319, 0.8546], [5.3818, -1.6271, -0.7705]],
  "mulliken_charge": [2.14, -1.01, 0.06, -0.88, 1.29, -1.09, -1.50, -0.46, -1.14, 0.97, -0.73, 0.05, -1.13, -1.12, 0.38, 0.40, 0.37, 0.37, 0.36, 0.18, 0.58, 0.69, 0.29, 0.67, 0.20, 0.41, 0.51, 0.47, 0.37, 0.42, -0.04, -1.05, -0.40, -0.61, 0.38, -1.19, 0.40, 0.38, 0.40, 0.48, 0.21, 0.49, 0.54, -0.32, 0.33, 0.39, 0.49, -1.46, 0.59, -0.59, 0.02, 0.33, -0.89, -1.30, 0.22, -1.09, -1.32, 0.50, 0.33, 0.37, -0.06, 0.26, 0.47, -0.05, 0.53, -0.14, 0.55, 0.25, 0.20, 0.35, 0.47, 0.43, 0.19, 0.53, 0.17, 0.32, 0.33, 0.52]
}



Entry 6:
{
  "formula": "C2H6ClNO",
  "method": "ωB97M-V/def2-TZVPD",
  "largest_force_ev_per_a": 4.195,
  "e_tot_ha": -669.94377,
  "molar_mass_g_mol": 95.529,
  "smiles": "C=C(O)Cl.N",
  "gap_ev": 9.52,
  "homo_ev": -8.895,
  "lumo_ev": 0.6,
  "relative_energy_kj_mol": 141.09,
  "spin_multiplicity": 1,
  "symbols": ["C", "C", "N", "O", "Cl", "H", "H", "H", "H", "H", "H"],
  "coordinates": [[-1.3212, 0.7501, -1.5016], [-1.1648, 0.2094, -0.3279], [1.7519, -0.4177, 1.1341], [-0.4089, 0.7142, 0.6250], [-2.0206, -1.3046, -0.0364], [-1.8775, 0.1420, -2.1753], [-0.9934, 1.7845, -1.6750], [2.2571, -0.2318, 0.2475], [2.1437, -0.5284, 2.0428], [1.3385, -1.2883, 0.7654], [0.2951, 0.1707, 0.9014]],
  "mulliken_charge": [-0.70, 0.46, -0.82, -0.52, -0.23, 0.27, 0.26, 0.27, 0.20, 0.30, 0.51]
}